{"formula": "C19H34O3", "method": "ωB97M-V with the def2-TZVPD basis set", "elements": ["C", "O", "C", "C", "C", "C", "C", "C", "C", "C", "C", "C", "C", "C", "C", "C", "C", "O", "O", "C", "C", "C", "H", "H", "H", "H", "H", "H", "H", "H", "H", "H", "H", "H", "H", "H", "H", "H", "H", "H", "H", "H", "H", "H", "H", "H", "H", "H", "H", "H", "H", "H", "H", "H", "H", "H"], "coordinates": [[5.61, -2.70, -3.54], [4.78, -2.82, -2.41], [4.54, -1.64, -1.62], [5.81, -1.23, -0.86], [4.04, -0.48, -2.48], [3.45, -2.13, -0.65], [3.09, -1.18, 0.49], [1.89, -1.72, 1.27], [1.54, -0.90, 2.52], [0.37, -1.55, 3.26], [1.22, 0.58, 2.22], [0.15, 0.74, 1.20], [-1.10, 1.11, 1.48], [-2.18, 1.27, 0.52], [-1.89, 0.99, -0.92], [-3.39, 1.64, 0.97], [-4.61, 1.85, 0.19], [-4.74, 1.73, -1.01], [-5.60, 2.22, 1.03], [-6.91, 2.49, 0.52], [-6.92, 3.68, -0.43], [-7.54, 1.25, -0.12], [6.60, -2.30, -3.30], [5.15, -2.09, -4.33], [5.72, -3.72, -3.91], [6.61, -0.98, -1.56], [5.62, -0.36, -0.25], [6.15, -2.05, -0.23], [3.71, 0.34, -1.84], [4.84, -0.09, -3.12], [3.21, -0.80, -3.10], [2.55, -2.33, -1.25], [3.78, -3.08, -0.24], [3.93, -1.08, 1.17], [2.85, -0.19, 0.09], [2.11, -2.74, 1.59], [1.01, -1.76, 0.62], [2.41, -0.91, 3.19], [0.59, -2.58, 3.50], [0.15, -1.02, 4.18], [-0.52, -1.53, 2.63], [2.13, 1.07, 1.86], [0.92, 1.06, 3.15], [0.44, 0.52, 0.18], [-1.36, 1.33, 2.51], [-2.78, 1.14, -1.52], [-1.55, -0.04, -1.04], [-1.10, 1.65, -1.28], [-3.53, 1.83, 2.03], [-7.47, 2.75, 1.43], [-6.43, 4.54, 0.04], [-6.38, 3.43, -1.35], [-7.94, 3.95, -0.68], [-7.48, 0.41, 0.57], [-7.01, 0.99, -1.03], [-8.58, 1.45, -0.35]], "multiplicity": 1, "smiles": "COC(C)(C)CCC[C@H](C)C/C=C/C(C)=C/C(=O)OC(C)C", "total_energy_ev": -26396.976, "e_homo_ev": -8.77, "e_above_lowest_kj_mol": 14.46, "charge": 0}


{"formula": "C4H5ClN2", "method": "ωB97M-V with the def2-TZVPD basis set", "elements": ["C", "C", "C", "C", "N", "N", "Cl", "H", "H", "H", "H", "H"], "coordinates": [[0.59, 0.73, -0.18], [-0.35, -0.23, -0.12], [-2.97, -0.11, 0.07], [2.02, 0.39, -0.09], [-2.31, 1.18, -0.12], [-1.60, 0.16, -0.11], [-0.23, -2.07, -0.06], [-3.30, -0.38, 1.06], [-3.51, -0.55, -0.76], [2.65, 1.27, -0.05], [2.22, -0.25, 0.77], [2.29, -0.20, -0.97]], "multiplicity": 1, "total_energy_ev": -19725.484, "e_homo_ev": [-8.16, -8.16], "e_above_lowest_kj_mol": 623.42, "charge": 0}


{"formula": "C4H10N2O", "method": "ωB97M-V with the def2-TZVPD basis set", "elements": ["C", "N", "C", "O", "N", "C", "C", "H", "H", "H", "H", "H", "H", "H", "H", "H", "H"], "coordinates": [[2.57, 0.08, -1.02], [1.64, 0.19, 0.25], [0.45, -0.69, 0.40], [0.65, -1.84, 0.72], [-0.76, -0.14, 0.17], [-1.94, -0.94, 0.47], [-0.99, 1.25, -0.19], [2.25, -0.08, 1.02], [2.48, -0.99, -1.26], [1.98, 0.61, -1.79], [1.42, 1.18, 0.37], [-2.49, -0.51, 1.32], [-1.62, -1.95, 0.73], [-2.61, -0.98, -0.39], [-0.28, 1.59, -0.95], [-1.99, 1.34, -0.61], [-0.95, 1.92, 0.68]], "multiplicity": 1, "total_energy_ev": -9334.955, "e_homo_ev": -6.86, "e_above_lowest_kj_mol": 389.11, "charge": 0}


{"formula": "C20H51BNO13V", "method": "ωB97M-V with the def2-TZVPD basis set", "elements": ["O", "V", "C", "O", "O", "O", "C", "O", "O", "O", "B", "H", "H", "H", "H", "C", "O", "C", "C", "N", "C", "C", "O", "C", "H", "H", "H", "H", "H", "H", "H", "H", "H", "H", "H", "H", "H", "H", "H", "C", "C", "C", "O", "H", "H", "H", "H", "H", "H", "H", "H", "C", "C", "C", "O", "H", "H", "H", "H", "H", "H", "H", "H", "C", "C", "C", "O", "H", "H", "H", "H", "H", "H", "H", "H", "C", "C", "C", "O", "H", "H", "H", "H", "H", "H", "H", "H"], "coordinates": [[0.41, -1.96, -1.50], [-0.43, -0.82, -2.20], [1.22, -0.33, -4.37], [0.76, 0.44, -5.34], [0.59, -1.45, -4.37], [1.25, 0.18, -3.20], [-2.69, -1.25, -3.60], [-2.35, -1.87, -2.53], [-2.89, -1.75, -4.76], [-1.95, -0.20, -3.64], [-0.74, 0.53, -0.41], [0.29, 0.14, -0.30], [-0.87, 1.04, -1.39], [-1.42, -0.36, -0.36], [-0.93, 1.29, 0.42], [3.82, -1.73, -1.97], [4.12, -2.06, -0.62], [4.73, -3.33, -0.47], [3.67, -4.41, -0.62], [2.64, -4.28, 0.41], [1.41, -4.97, 0.00], [0.28, -4.57, 0.94], [0.05, -3.20, 0.89], [-0.90, -2.79, 1.82], [3.04, -2.31, -2.45], [4.76, -1.78, -2.54], [3.53, -0.68, -2.03], [5.22, -3.40, 0.50], [5.50, -3.39, -1.25], [4.14, -5.39, -0.52], [3.26, -4.29, -1.63], [2.49, -3.33, 0.70], [1.58, -6.05, 0.09], [1.17, -4.75, -1.04], [0.54, -4.92, 1.95], [-0.63, -5.11, 0.64], [-0.35, -2.62, 2.76], [-1.80, -3.40, 1.94], [-1.25, -1.83, 1.44], [1.80, -0.28, 2.80], [2.59, -0.42, 1.48], [2.69, 0.87, 0.69], [3.87, -0.90, 1.84], [2.24, 0.54, 3.40], [1.85, -1.13, 3.48], [0.77, 0.06, 2.65], [2.06, -1.12, 0.83], [3.25, 1.71, 1.11], [1.70, 1.31, 0.55], [3.08, 0.74, -0.32], [4.27, -1.12, 0.98], [-4.03, 2.38, -1.55], [-3.25, 3.21, -2.53], [-2.06, 3.93, -1.91], [-2.78, 2.48, -3.66], [-4.89, 1.89, -2.02], [-4.41, 2.99, -0.73], [-3.41, 1.59, -1.12], [-3.91, 3.95, -3.01], [-2.34, 4.43, -0.98], [-1.71, 4.74, -2.54], [-1.25, 3.23, -1.69], [-2.39, 1.65, -3.29], [2.12, 4.17, 1.98], [0.79, 3.48, 1.68], [-0.41, 4.34, 2.06], [0.73, 3.18, 0.29], [2.12, 5.19, 1.60], [2.86, 3.56, 1.47], [2.33, 4.14, 3.05], [0.65, 2.54, 2.21], [-1.32, 3.76, 1.95], [-0.54, 5.25, 1.46], [-0.27, 4.68, 3.09], [0.20, 2.37, 0.17], [-3.96, 1.97, 2.02], [-3.61, 0.57, 2.42], [-4.02, -0.55, 1.48], [-2.21, 0.42, 2.64], [-3.88, 2.63, 2.88], [-5.02, 1.99, 1.74], [-3.29, 2.31, 1.24], [-4.07, 0.32, 3.38], [-3.63, -0.51, 0.46], [-5.11, -0.53, 1.35], [-3.71, -1.54, 1.81], [-1.77, 0.50, 1.77]], "multiplicity": 2, "total_energy_ev": -76032.407, "e_homo_ev": [2.44, 2.41], "e_above_lowest_kj_mol": 0.00, "charge": -3}


{"formula": "C4H9O2", "method": "ωB97M-V with the def2-TZVPD basis set", "elements": ["H", "C", "O", "C", "C", "O", "C", "H", "H", "H", "H", "H", "H", "H", "H"], "coordinates": [[-2.32, -0.73, -0.39], [1.46, -2.89, -0.37], [0.75, -2.42, 0.48], [-1.15, -0.92, 0.01], [-0.58, 0.40, 0.48], [0.44, 0.83, -0.39], [0.90, 2.13, -0.12], [1.24, -2.65, -1.46], [-1.48, -1.50, 0.88], [-0.79, -1.16, -1.00], [-0.17, 0.30, 1.51], [-1.38, 1.16, 0.53], [1.73, 2.34, -0.80], [0.10, 2.87, -0.28], [1.25, 2.21, 0.92]], "multiplicity": 2, "total_energy_ev": -8384.746, "e_homo_ev": [-8.64, -9.63], "e_above_lowest_kj_mol": 208.65, "charge": 0}


{"formula": "C5H9NO", "method": "ωB97M-V with the def2-TZVPD basis set", "elements": ["C", "C", "C", "N", "C", "C", "O", "H", "H", "H", "H", "H", "H", "H", "H", "H"], "coordinates": [[2.09, -0.29, 0.27], [0.76, 0.35, -0.13], [-0.20, -0.33, -1.08], [-1.34, 0.56, -0.86], [-2.13, -0.06, 0.07], [-0.17, 0.79, 0.99], [-0.30, 1.56, 1.86], [1.98, -1.24, 0.80], [2.73, 0.38, 0.85], [2.61, -0.50, -0.68], [0.98, 1.32, -0.60], [0.18, -0.33, -2.11], [-0.37, -1.37, -0.77], [-1.39, -0.30, 1.07], [-2.94, 0.56, 0.45], [-2.48, -1.09, -0.14]], "multiplicity": 1, "total_energy_ev": -8864.334, "e_homo_ev": [-7.59, -7.59], "e_above_lowest_kj_mol": 470.67, "charge": 0}


{"formula": "C5H9NO2", "method": "ωB97M-V with the def2-TZVPD basis set", "elements": ["C", "C", "C", "C", "C", "H", "H", "H", "H", "H", "H", "H", "H", "H", "N", "O", "O"], "coordinates": [[0.37, 1.94, -0.03], [0.36, 0.43, 0.20], [1.37, -0.34, -0.57], [1.92, -1.50, -0.06], [-0.99, 0.02, -0.41], [0.74, 1.81, -1.24], [1.18, 2.51, 0.57], [-0.85, 2.56, -0.14], [-0.45, -0.30, 2.16], [0.89, -0.50, -1.55], [2.12, -1.84, 0.91], [2.26, -2.48, -0.83], [-1.33, 0.49, -1.34], [-3.15, -1.82, 0.53], [-1.75, -0.50, 0.37], [0.29, 0.05, 1.59], [-2.98, -0.51, -0.16]], "multiplicity": 1, "total_energy_ev": -10906.641, "e_homo_ev": -9.60, "e_above_lowest_kj_mol": 958.59, "charge": 0}


{"formula": "C13H15O8S", "method": "ωB97M-V with the def2-TZVPD basis set", "elements": ["C", "C", "C", "C", "C", "C", "C", "C", "C", "O", "C", "O", "C", "O", "O", "H", "H", "H", "H", "H", "H", "H", "H", "H", "H", "H", "C", "C", "O", "S", "O", "O", "O", "H", "H", "H", "H"], "coordinates": [[2.16, -3.89, 0.98], [2.91, -2.62, 0.20], [4.31, -2.89, -0.64], [4.97, -1.59, -1.42], [4.28, -0.10, -1.37], [2.91, 0.12, -0.48], [2.21, -1.13, 0.32], [0.85, -0.78, 1.18], [-0.44, -1.47, 0.39], [0.03, -1.78, -0.97], [-0.71, -2.89, -1.58], [-1.04, -4.04, -0.98], [-1.69, -0.39, 0.21], [-2.85, -0.62, 0.84], [-1.43, 0.75, -0.71], [2.90, -4.76, 1.24], [1.50, -3.54, 1.88], [1.41, -4.34, 0.17], [4.74, -3.98, -0.65], [5.96, -1.77, -2.02], [4.78, 0.77, -1.97], [2.42, 1.20, -0.45], [0.97, -1.19, 2.30], [0.73, 0.40, 1.29], [-0.77, -2.39, 1.03], [-0.99, -2.76, -2.73], [-2.96, 3.29, 0.04], [-4.11, 4.01, -0.67], [-4.86, 4.63, 0.37], [-3.85, 5.05, 1.58], [-3.51, 6.45, 1.41], [-4.35, 4.50, 2.81], [-2.57, 4.16, 1.10], [-3.30, 2.35, 0.48], [-2.12, 3.10, -0.63], [-4.74, 3.32, -1.24], [-3.74, 4.80, -1.33]], "multiplicity": 1, "total_energy_ev": -40929.080, "e_homo_ev": -5.23, "e_above_lowest_kj_mol": 1136.46, "charge": -1}